(1)
13
Properties=species:S:1:pos:R:3:forces:R:3:nbo_charge:R:1 method="wB97M-V/def2-TZVPD" homo_lumo_gap_ev=8.73 de_lowest_ev=3.142 multiplicity=1 charge=+1 lumo_ev=-6.29 largest_force_ev_per_a=4.1
S 0.849934 0.298345 -0.678928 0.3 -1.1 -0.1 1.215
O 3.873835 -0.306456 -2.148698 -0.5 -1.6 0.5 -0.103
O 1.779496 -0.945933 -0.959679 -0.1 -0.5 0.3 -0.903
O 3.815075 -2.294071 -1.207572 -0.5 -1.3 0.4 -0.039
N 3.549605 -1.282130 -1.604996 0.5 4.0 -1.0 0.823
C 0.776901 0.319604 1.125048 0.2 -0.3 -0.5 -0.790
C -0.711057 -0.540389 -0.900471 0.2 -1.1 -1.8 -0.806
H -0.785973 -0.826764 -1.977030 0.1 0.5 0.6 0.268
H 0.556897 1.371852 1.320721 0.8 -0.1 0.7 0.261
H -1.550462 0.137642 -0.691745 0.3 -0.5 0.5 0.272
H -0.552579 -1.521896 -0.380859 -0.7 1.1 0.1 0.269
H 1.754731 -0.180459 1.398509 -1.2 1.2 0.3 0.278
H -0.107465 -0.246987 1.454936 0.6 -0.1 -0.1 0.257

=====

(2)
14
Properties=species:S:1:pos:R:3:forces:R:3:nbo_charge:R:1 method="wB97M-V/def2-TZVPD" homo_lumo_gap_ev="6.92 / 6.30" multiplicity=1 charge=-1 lumo_ev="3.12 / 2.82" largest_force_ev_per_a=4.4
S -1.658868 1.659981 1.376593 0.9 0.0 -1.9 2.315
S 0.829498 -0.187711 1.442979 -0.6 0.1 0.0 -0.235
O -2.596212 1.066360 2.285558 -0.1 -0.3 0.2 -0.917
O -2.002136 1.649008 -0.057006 0.1 -0.2 1.6 -0.940
O -0.947048 2.833837 1.818782 0.0 -0.2 0.2 -0.919
N 1.165668 -0.692316 -0.203446 0.6 -0.8 2.8 -0.580
C 0.887929 0.428051 -0.999010 1.0 2.7 0.0 -0.432
C 0.606623 -1.962975 -0.516293 -2.5 -2.0 3.0 -0.408
H 1.105853 -2.946017 -0.044971 -0.5 2.5 -1.0 0.186
H 0.425895 -2.094475 -1.539584 0.3 -0.2 -1.8 0.182
H -0.159508 0.823539 -0.860809 1.1 -0.3 -0.5 0.211
H -0.481414 -2.018892 -0.058655 1.6 0.0 -0.7 0.169
H 1.142784 0.215734 -2.020652 -0.1 -0.1 -0.9 0.167
H 1.680934 1.225875 -0.623486 -1.9 -1.1 -0.9 0.202

=====

(3)
11
Properties=species:S:1:pos:R:3:forces:R:3:lowdin_spin:R:1 method="wB97M-V/def2-TZVPD" homo_lumo_gap_ev="8.48 / 7.71" de_lowest_ev=2.296 multiplicity=3 charge=+1 lumo_ev="-3.56 / -8.30" largest_force_ev_per_a=4.1
S 1.785528 1.600928 -0.558374 0.9 0.9 0.2 0.539
O 0.867325 -1.030963 -0.850737 -0.5 0.4 0.5 0.088
N -0.066876 -0.308914 -0.169119 2.0 0.4 0.8 0.636
C 0.397806 1.021567 0.185346 -1.0 1.1 1.4 0.554
C -1.153024 -1.032473 0.417111 0.6 -2.1 -3.4 0.070
H 0.444101 -1.056572 -1.707689 0.2 -0.8 -1.3 0.014
H -1.467133 -0.484964 1.203005 -1.5 1.7 2.6 0.006
H -1.851798 -0.966583 -0.474971 -0.2 -0.6 1.3 0.042
H -0.054228 1.657421 0.976271 -0.1 -1.3 -0.7 0.019
H 2.019219 2.714715 0.281357 -0.5 -1.3 -0.8 0.017
H -0.920919 -2.114164 0.697801 0.0 1.6 -0.6 0.015

=====

(4)
10
Properties=species:S:1:pos:R:3:forces:R:3:nbo_charge:R:1 method="wB97M-V/def2-TZVPD" homo_lumo_gap_ev=9.62 de_lowest_ev=0.281 multiplicity=1 smiles=NP1CC1 lumo_ev=1.06 largest_force_ev_per_a=5.2
P -0.180766 -1.104450 0.490417 -0.5 3.2 1.7 0.740
N -0.156781 -1.150073 -1.199428 -4.4 -0.6 -2.7 -1.157
C -0.507384 0.959439 0.625161 0.5 -1.7 0.5 -0.557
C 0.863644 0.473318 0.577344 -0.4 -0.8 2.1 -0.658
H 1.328118 0.563791 -0.334002 1.4 0.3 -1.8 0.230
H -1.263117 -1.155455 -1.564055 3.7 0.1 1.1 0.377
H 0.107670 -2.102387 -1.428732 0.3 -0.1 -0.4 0.374
H -0.845274 1.534525 -0.199091 -0.5 -0.1 -0.9 0.216
H -0.801497 1.407350 1.556198 -0.4 -0.4 0.4 0.215
H 1.455387 0.573942 1.476187 0.3 0.1 -0.1 0.220

=====

(5)
10
Properties=species:S:1:pos:R:3:forces:R:3:nbo_charge:R:1 method="wB97M-V/def2-TZVPD" homo_lumo_gap_ev=9.86 de_lowest_ev=0.283 multiplicity=1 smiles=CP1CN1 lumo_ev=1.20 largest_force_ev_per_a=2.8
P 0.193198 -1.070438 0.568488 -2.3 1.5 -0.7 0.738
N -0.986765 -0.712123 -0.797118 1.1 0.8 0.7 -0.818
C -1.240623 0.273763 0.248048 0.5 -1.3 0.8 -0.432
C 1.500873 0.102483 0.061111 -0.3 2.2 -0.8 -0.990
H -0.698362 1.181192 -0.031868 -0.8 0.1 0.5 0.199
H 2.554665 -0.195703 0.099111 -0.4 -0.2 0.2 0.240
H -1.669211 -1.422356 -0.759492 -1.0 -1.1 -0.1 0.357
H 1.284752 0.529928 -0.982075 0.3 -0.8 1.4 0.250
H 1.303433 0.972810 0.761844 0.8 -0.9 -0.7 0.235
H -2.241957 0.340442 0.831953 2.0 -0.3 -1.1 0.221

=====

(6)
9
Properties=species:S:1:pos:R:3:forces:R:3:nbo_charge:R:1 method="wB97M-V/def2-TZVPD" homo_lumo_gap_ev="8.40 / 8.40" de_lowest_ev=4.340 multiplicity=1 lumo_ev="0.70 / 0.70" largest_force_ev_per_a=0.3
O 0.706820 -0.403023 0.249469 0.2 0.0 0.1 -0.338
C -0.280936 -0.459361 1.096125 -0.2 -0.2 0.1 -0.155
C 0.599446 -0.186875 -1.029909 0.0 -0.2 -0.3 -0.154
H 1.542071 -0.178243 -1.557702 -0.1 0.0 0.1 0.182
H 0.020524 -0.647729 2.116266 0.0 0.1 -0.1 0.182
H -0.342140 -0.413610 -1.520886 0.1 0.1 0.1 0.163
H -0.377219 1.559620 -0.363544 -0.1 0.0 0.1 -0.022
H -1.272501 -0.702127 0.725964 0.1 0.1 0.0 0.163
H -0.667590 1.457693 0.351152 0.0 0.1 -0.1 -0.022

=====

(7)
9
Properties=species:S:1:pos:R:3:forces:R:3:nbo_charge:R:1 method="wB97M-V/def2-TZVPD" homo_lumo_gap_ev=11.16 de_lowest_ev=0.700 multiplicity=1 smiles="C=O.C" lumo_ev=0.88 largest_force_ev_per_a=0.7
O -0.916105 -1.503527 -1.612663 0.1 -0.5 0.0 -0.490
C 0.503932 1.684206 0.497713 0.0 -0.4 -0.2 -0.853
C -0.628321 -2.107683 -0.614814 -0.1 0.7 0.2 0.277
H -0.013932 1.122778 1.273775 0.1 0.0 0.0 0.206
H -0.539527 -3.206387 -0.554090 0.0 0.0 -0.2 0.110
H 1.502738 1.278256 0.342102 0.0 0.0 0.2 0.211
H 0.565563 2.728973 0.783847 0.0 0.1 -0.1 0.215
H -0.032285 1.549653 -0.439635 -0.1 0.2 0.0 0.221
H -0.442063 -1.546269 0.323766 0.0 -0.2 0.0 0.104

=====

(8)
10
Properties=species:S:1:pos:R:3:forces:R:3:lowdin_spin:R:1 method="wB97M-V/def2-TZVPD" homo_lumo_gap_ev="3.72 / 6.84" de_lowest_ev=0.000 multiplicity=2 charge=-1 lumo_ev="4.07 / 4.05" largest_force_ev_per_a=0.8
O 0.491544 -0.080627 1.583956 0.3 0.3 -0.5 0.366
O -0.661121 0.509645 -1.720338 -0.1 0.3 0.1 0.003
C 0.473104 -0.199608 -2.198569 -0.4 0.4 0.6 0.000
C -0.313780 -0.212245 2.584694 -0.5 -0.4 0.0 0.493
H -0.251537 0.408797 3.492555 0.0 0.0 0.0 0.071
H 0.850130 0.303275 -3.088985 0.0 -0.1 -0.2 0.000
H -0.557826 0.658624 -0.765948 0.1 -0.3 -0.1 0.001
H -1.044683 -1.047841 2.596774 0.1 0.2 0.2 0.066
H 0.168952 -1.220181 -2.433128 0.3 -0.1 -0.1 0.000
H 1.243521 -0.188439 -1.428119 0.1 -0.3 -0.1 0.000

=====

(9)
10
Properties=species:S:1:pos:R:3:forces:R:3:nbo_charge:R:1 method="wB97M-V/def2-TZVPD" homo_lumo_gap_ev=10.69 de_lowest_ev=3.111 multiplicity=1 smiles=OCCO lumo_ev=0.66 largest_force_ev_per_a=11.6
O 1.215206 0.124513 1.103432 2.2 -5.2 0.9 -0.690
O -0.522216 0.658054 -1.350523 -0.8 2.8 -3.2 -0.710
C -0.141343 -0.163924 0.887905 -1.8 1.6 0.2 -0.099
C -0.489591 -0.417123 -0.559363 -7.0 1.5 4.5 -0.056
H -0.659474 0.862952 0.917063 0.4 -1.4 1.4 0.191
H -0.505640 -0.999302 1.641915 0.2 1.9 -1.7 0.173
H 1.627249 -0.917783 1.258915 -1.2 4.8 -0.7 0.448
H 0.000950 -1.087203 -0.912362 7.4 -7.8 -4.2 0.139
H -0.795757 0.465007 -2.309684 0.7 0.2 2.5 0.485
H -1.425650 -1.097918 -0.590370 -0.1 1.6 0.5 0.120

=====

(10)
10
Properties=species:S:1:pos:R:3:forces:R:3:nbo_charge:R:1 method="wB97M-V/def2-TZVPD" homo_lumo_gap_ev=10.31 de_lowest_ev=0.586 multiplicity=1 smiles="CC=O.O" lumo_ev=0.58 largest_force_ev_per_a=2.4
O 1.561331 1.121677 1.338107 -0.2 1.1 0.4 -0.948
O -1.938999 -1.749929 0.082662 2.0 1.4 0.1 -0.529
C -0.935915 -1.030422 0.058352 -1.7 -1.5 0.2 0.431
C -0.427273 -0.352503 -1.167795 0.7 0.4 -0.4 -0.734
H 0.947185 1.390302 2.058480 0.7 -0.2 -0.7 0.474
H 0.594490 0.011875 -0.968201 -0.4 0.0 -0.2 0.232
H -1.071864 0.513638 -1.393453 0.2 -0.3 0.0 0.243
H -0.399571 -1.010444 -2.052640 -0.3 0.2 0.5 0.240
H -0.331848 -0.851565 0.980741 -0.4 -0.1 -0.2 0.115
H 2.002464 1.957371 1.063748 -0.5 -0.9 0.3 0.475

=====

(11)
10
Properties=species:S:1:pos:R:3:forces:R:3:nbo_charge:R:1 method="wB97M-V/def2-TZVPD" homo_lumo_gap_ev=10.73 de_lowest_ev=0.585 multiplicity=1 smiles="CC=O.O" lumo_ev=0.76 largest_force_ev_per_a=0.8
O -1.040148 -2.737990 1.774049 0.3 -0.1 -0.1 -0.515
O 0.715196 4.188152 -3.416474 -0.6 -0.1 -0.1 -0.942
C 0.486658 -0.951560 1.362544 0.7 -0.2 0.4 -0.729
C -0.717719 -1.794493 1.098076 -0.6 0.1 0.4 0.436
H 1.181151 -1.516511 1.988176 0.0 0.0 -0.1 0.235
H 1.341612 3.484407 -3.243546 0.3 0.1 0.1 0.471
H 1.001501 -0.614231 0.463671 -0.2 0.0 -0.1 0.226
H 0.217302 -0.065730 1.942908 -0.3 0.0 -0.1 0.243
H -1.405906 -1.466218 0.304160 0.1 0.1 -0.3 0.104
H 1.153023 5.029489 -3.289155 0.3 0.0 0.1 0.472

=====

(12)
10
Properties=species:S:1:pos:R:3:forces:R:3:nbo_charge:R:1 method="wB97M-V/def2-TZVPD" homo_lumo_gap_ev=10.84 de_lowest_ev=0.844 multiplicity=1 smiles=CC(O)O lumo_ev=0.77 largest_force_ev_per_a=3.2
O 1.750764 0.443912 -0.267128 1.2 0.4 -0.2 -0.727
O 0.651226 -1.481266 -0.612282 -1.8 -2.3 0.0 -0.740
C 0.682172 -0.323372 0.167455 -1.1 1.7 0.5 0.386
C -0.600332 0.563494 0.162559 -0.3 1.2 -1.1 -0.668
H 1.896791 0.535283 -1.221920 -0.7 -0.4 0.3 0.483
H -1.449140 0.198149 0.726242 -0.1 -0.9 0.0 0.206
H 0.920028 -0.453340 1.214120 0.2 -0.9 0.4 0.133
H -0.060799 -2.206411 -0.409943 1.9 2.6 -0.1 0.491
H -0.481575 1.599824 0.687749 0.5 -1.8 -1.4 0.227
H -0.923639 0.652906 -0.933023 0.3 0.3 1.5 0.208

=====

(13)
10
Properties=species:S:1:pos:R:3:forces:R:3:nbo_charge:R:1 method="wB97M-V/def2-TZVPD" homo_lumo_gap_ev=10.72 de_lowest_ev=1.851 multiplicity=1 smiles=COCO lumo_ev=0.95 largest_force_ev_per_a=8.4
O 0.354314 0.573804 -0.589258 -0.4 0.8 1.0 -0.565
O -1.548784 -0.555097 -0.228335 -1.3 -0.9 1.5 -0.701
C -0.907221 0.570710 0.162159 5.5 -5.6 3.0 0.245
C 1.318099 -0.313879 -0.087264 -1.0 -0.2 4.1 -0.256
H -1.263803 1.452284 -0.041853 -2.7 4.7 -1.1 0.150
H -0.723400 0.358853 1.333712 -0.1 1.1 -2.5 0.137
H 2.203553 -0.248787 -0.691521 0.2 -0.3 -0.1 0.201
H -1.859252 -0.422105 -1.091960 -0.7 0.1 -2.0 0.470
H 1.543989 -0.105836 1.091950 0.1 0.4 -2.5 0.140
H 0.882502 -1.309944 0.142367 0.4 0.0 -1.3 0.181

=====

(14)
11
Properties=species:S:1:pos:R:3:forces:R:3:nbo_charge:R:1 method="wB97M-V/def2-TZVPD" homo_lumo_gap_ev=7.10 de_lowest_ev=2.846 multiplicity=1 charge=-1 smiles="C=[P@](C)([O-])O" lumo_ev=4.24 largest_force_ev_per_a=3.9
P 0.550347 0.073381 -0.963393 -1.2 1.3 -0.6 1.869
O -0.237629 -1.297342 -1.262902 -0.3 -1.2 0.6 -1.036
O 1.676387 -0.034810 -1.974643 -0.2 1.1 1.4 -1.147
C 1.046713 -0.347198 0.894374 1.3 0.3 -1.7 -0.990
C -1.310425 1.271475 -0.952925 2.8 -2.0 -1.7 -1.111
H -1.093907 2.211938 -1.497335 0.1 -0.2 0.4 0.153
H -1.258447 1.386058 0.091366 -0.1 0.9 1.8 0.125
H 0.120903 -0.618137 1.343381 -0.8 0.1 0.6 0.208
H -1.123512 -1.088045 -0.962641 -0.8 0.0 -0.2 0.497
H 1.565352 -1.310803 0.678575 0.1 0.7 0.5 0.220
H 1.644675 0.387892 1.526274 -0.8 -1.0 -1.1 0.211

=====

(15)
11
Properties=species:S:1:pos:R:3:forces:R:3:lowdin_spin:R:1 method="wB97M-V/def2-TZVPD" homo_lumo_gap_ev="8.45 / 6.74" de_lowest_ev=3.582 multiplicity=4 charge=+1 lumo_ev="-4.56 / -7.71" largest_force_ev_per_a=19.1
Pd -0.956002 0.028854 1.635080 -10.0 0.1 16.3 1.223
O -0.357187 1.483972 1.295834 6.9 15.1 -4.2 0.421
O -0.674218 -1.164387 0.701360 2.7 -15.4 -10.7 0.620
C 0.033389 -1.228044 -0.467027 0.9 -2.4 -2.4 0.102
C 0.653894 0.077279 -0.914407 -1.3 0.5 2.1 0.511
H -0.647008 -1.641805 -1.254323 0.3 0.5 0.4 0.025
H 1.636102 0.116476 -0.418901 0.2 1.0 -1.5 0.022
H 0.807288 -2.028542 -0.368997 -0.3 0.7 0.1 0.020
H -0.861626 2.298853 1.355427 0.0 1.0 -0.3 0.029
H 0.516725 1.464404 -0.102495 -1.1 -1.6 1.0 0.005
H -0.151357 0.592941 -1.461552 1.5 0.6 -0.8 0.020

=====

(16)
11
Properties=species:S:1:pos:R:3:forces:R:3:nbo_charge:R:1 method="wB97M-V/def2-TZVPD" homo_lumo_gap_ev="8.13 / 8.13" de_lowest_ev=3.761 multiplicity=1 lumo_ev="-0.10 / -0.10" largest_force_ev_per_a=6.0
S -1.059645 0.981267 0.688227 -1.2 -1.3 -0.9 1.030
O -2.117989 1.880962 0.084284 1.7 -0.6 0.5 -0.931
O -1.166219 -1.727390 -1.752542 -0.5 2.0 1.3 -0.687
C 0.585827 1.751522 0.340880 -4.4 2.2 -3.4 -0.841
C -0.560522 -0.742912 -0.893761 0.1 1.6 -2.3 -0.098
H -0.125698 0.074093 -1.579792 -0.3 -1.3 1.3 0.152
H 0.600634 1.526031 -0.757325 0.7 0.5 0.7 0.218
H 0.059999 -1.241593 -0.179725 0.6 -0.3 0.0 0.173
H 0.212310 2.857328 0.363741 1.3 -1.8 0.3 0.263
H -1.640301 -1.274812 -2.493742 0.6 -0.4 1.0 0.484
H 1.483227 1.502277 0.779908 1.5 -0.6 1.5 0.237

=====

(17)
11
Properties=species:S:1:pos:R:3:forces:R:3:nbo_charge:R:1 method="wB97M-V/def2-TZVPD" homo_lumo_gap_ev=8.69 de_lowest_ev=3.040 multiplicity=1 smiles="C=O.C=S.O" lumo_ev=0.17 largest_force_ev_per_a=5.6
S 2.581244 -0.418022 -0.429818 -0.2 0.6 0.0 0.151
O 0.657790 -2.040115 0.186388 -3.6 3.9 1.7 -0.919
O -1.383362 -0.335010 0.406321 1.0 -1.6 2.9 -0.504
C -1.877325 -0.199230 -0.636418 -1.1 3.8 -3.7 0.312
C 1.891352 0.841697 0.279975 1.1 1.5 0.0 -0.558
H -2.007921 -0.867566 -1.529369 0.1 -0.5 1.0 0.124
H 1.174215 -2.700503 0.503558 2.6 -3.4 1.3 0.459
H -2.145172 0.917400 -0.899059 -0.2 -1.5 -0.1 0.070
H 1.350004 1.649586 -0.280755 0.2 -1.0 0.5 0.190
H 0.345931 -1.576987 1.077797 0.7 -1.3 -3.1 0.488
H 2.194948 1.138864 1.311750 -0.6 -0.4 -0.6 0.188

=====

(18)
11
Properties=species:S:1:pos:R:3:forces:R:3:nbo_charge:R:1 method="wB97M-V/def2-TZVPD" homo_lumo_gap_ev=9.60 de_lowest_ev=1.167 multiplicity=1 smiles="O=CO.CS" lumo_ev=0.67 largest_force_ev_per_a=4.4
S -1.653448 -0.170035 -1.106665 0.7 0.4 0.1 -0.070
O 1.026738 1.171942 1.395249 -1.4 -0.3 1.2 -0.534
O 1.024075 -1.127267 1.382938 -0.5 1.7 2.3 -0.686
C -0.017413 0.117456 -1.925897 0.1 1.6 0.1 -0.731
C 1.498170 0.127561 1.753202 2.0 0.4 -3.9 0.612
H -0.303903 0.743262 -2.778208 0.3 -0.8 -0.5 0.216
H 2.580295 0.176253 1.870576 0.3 -0.9 1.2 0.117
H 0.504131 -0.824512 -2.185931 -0.5 0.7 0.2 0.233
H 0.124014 -1.014273 1.743620 -0.4 -0.8 -0.9 0.491
H 0.650379 0.853707 -1.388629 -0.6 -1.3 0.1 0.226
H -1.973529 1.152228 -1.058798 0.1 -0.6 0.0 0.127

=====

(19)
11
Properties=species:S:1:pos:R:3:forces:R:3:nbo_charge:R:1 method="wB97M-V/def2-TZVPD" homo_lumo_gap_ev=10.39 de_lowest_ev=2.455 multiplicity=1 lumo_ev=0.66 largest_force_ev_per_a=2.1
S 1.133035 0.643227 0.703564 -1.4 1.5 0.0 1.384
O 2.427105 1.288227 0.666292 1.1 0.2 0.0 -0.949
O 0.387484 1.157430 2.101938 -0.4 -0.6 -0.6 -0.914
C -0.927530 -0.648223 -1.523756 -0.2 0.2 -0.3 -0.401
C -0.823648 -1.421026 -0.463148 -0.1 -0.4 0.1 -0.390
H 1.007250 1.649118 2.647620 0.4 0.2 -0.1 0.500
H -1.870368 -0.222046 -1.829814 -0.1 0.1 0.0 0.198
H 0.112534 -1.868757 -0.172588 0.1 -0.1 0.0 0.196
H -0.077833 -0.410373 -2.143581 0.2 0.0 -0.1 0.192
H 0.304974 1.497154 -0.139770 0.6 -1.0 0.8 -0.014
H -1.673004 -1.664732 0.153244 -0.2 0.0 0.1 0.198

=====

(20)
12
Properties=species:S:1:pos:R:3:forces:R:3:nbo_charge:R:1 method="wB97M-V/def2-TZVPD" homo_lumo_gap_ev="6.61 / 6.94" de_lowest_ev=4.173 multiplicity=1 lumo_ev="-2.54 / -1.82" largest_force_ev_per_a=3.2
S -0.226206 -2.380816 2.267837 0.4 0.2 -0.1 0.122
S -0.356671 1.372317 0.395973 1.2 -0.5 -2.1 1.774
O 0.225526 2.592408 0.894409 -0.6 0.7 0.5 -0.845
O 0.602905 0.471761 -0.265723 -0.5 -0.2 0.7 -0.840
C -1.404537 1.675778 -1.080889 0.1 0.6 0.9 -0.821
C 1.375192 -2.060793 1.565716 1.4 0.2 -2.8 -0.857
H -1.638335 0.780397 -1.555638 0.4 -1.7 -0.9 0.245
H 1.522460 -1.067348 0.989371 -1.0 -1.6 0.7 0.261
H 1.608425 -2.914368 0.761122 -0.7 1.7 1.6 0.254
H -2.325117 2.120305 -0.959248 -2.4 0.8 1.7 0.235
H 2.239310 -2.037259 2.217182 -0.2 -0.6 0.7 0.218
H -1.040618 2.459468 -1.681556 1.9 0.4 -0.9 0.254